Entry 1:
33
Properties=species:S:1:pos:R:3 method="wB97M-V/def2-TZVPD" energy_ha=-1050.300821 total_charge=-1 gap_ev=2.680 mol_weight_g_mol=291.0
C -4.743 -0.033 1.690
C -4.932 -0.900 0.450
O -4.386 -0.254 -0.726
B -3.411 -0.947 -1.354
O -3.687 -1.719 -2.464
N -2.006 -0.901 -0.861
C -1.015 -1.444 -1.597
C 0.279 -1.399 -1.155
C 0.531 -0.815 0.067
C -0.567 -0.292 0.769
N -1.798 -0.307 0.339
H -5.671 0.423 2.018
H -3.981 0.709 1.479
H -4.352 -0.643 2.501
H -4.368 -1.823 0.604
H -5.976 -1.140 0.273
H -3.525 -2.650 -2.277
H -1.248 -1.912 -2.538
H 1.088 -1.804 -1.742
H 1.552 -0.738 0.492
H -0.380 0.161 1.732
C 3.941 2.603 1.028
C 3.249 1.401 1.123
C 3.751 0.235 0.239
O 3.182 -0.885 0.331
C 4.800 0.479 -0.653
C 5.521 1.695 -0.774
C 5.079 2.838 0.185
O 5.682 3.908 0.208
O 6.444 1.908 -1.561
O 2.251 1.152 1.839
H 3.629 3.450 1.632
H 5.067 -0.355 -1.295



Entry 2:
23
Properties=species:S:1:pos:R:3 method="wB97M-V/def2-TZVPD" energy_ha=-546.360436 total_charge=+2 gap_ev=8.861 smiles="N[C@]12[NH2+]C=C[C@H]1[C@@H]1N=CN2C=[NH+]1" mol_weight_g_mol=165.2
C -1.172 1.203 -0.940
C -2.082 0.877 0.032
C 1.862 -1.010 0.037
C 1.003 0.504 1.482
C -0.113 0.266 -1.134
C 1.353 0.971 -0.711
C -0.328 -0.915 -0.001
N 2.236 -0.156 -0.787
N 0.809 -0.786 0.976
N 1.187 1.493 0.662
N -0.404 -2.178 -0.478
N -1.705 -0.262 0.819
H -1.323 2.046 -1.689
H -2.963 1.456 0.194
H 2.308 -2.013 0.034
H 1.053 0.660 2.533
H 0.043 -0.144 -2.065
H 1.615 1.848 -1.477
H 1.336 2.487 1.114
H 0.080 -3.068 -0.163
H -1.094 -2.325 -1.212
H -1.327 0.014 1.682
H -2.375 -0.967 1.093